The following is a quantum chemistry calculation of a 2-piece molecular cluster, C4H14N2O overall in a non-equilibrium geometry, from the OMol25 dataset.

Geometry as XYZ:
```
21
Properties=species:S:1:pos:R:3:forces:R:3
C 0.831 1.905 1.311 -0.083 -0.908 -0.103
C 0.405 0.886 0.248 -0.298 -0.213 0.166
C 1.270 -0.380 0.255 0.423 0.485 0.365
C 0.616 -1.564 -0.430 0.490 -0.117 -1.235
N -0.108 -2.431 0.464 0.646 -0.368 0.110
N 0.420 1.489 -1.089 0.025 0.085 -0.120
H -0.046 2.452 1.659 0.222 0.458 -0.216
H 1.214 1.369 2.188 0.041 0.116 -0.062
H 1.626 2.519 0.897 -0.018 0.403 0.137
H -0.619 0.579 0.482 -0.022 -0.192 0.167
H 1.524 -0.575 1.301 -0.184 -0.481 0.067
H 2.244 -0.157 -0.191 -0.075 0.107 -0.268
H 0.044 -1.145 -1.277 -0.557 -0.155 0.488
H 1.340 -2.186 -0.992 0.235 0.227 0.489
H -0.816 -2.990 0.022 -0.383 0.291 0.223
H -0.341 -2.032 1.355 -0.543 0.160 -0.196
H -0.018 0.822 -1.725 0.069 0.066 -0.015
H -0.242 2.265 -1.105 0.018 0.044 0.059
H -3.329 -0.433 -1.077 -0.090 0.198 -0.059
H -2.567 0.906 -0.888 -0.259 -0.071 -0.125
O -2.585 -0.028 -0.594 0.344 -0.133 0.128
```
Forces are in eV/Å.

Computed properties:
- molar mass (u) = 106.169
- LUMO (alpha / beta) (eV) = 3.80 / 3.77
- spin multiplicity = 2
- total charge = -1
- HOMO level (alpha / beta) (eV) = 0.77 / -5.49
- relative energy (zero: lowest compared OMol25 entry of this formula, charge and spin) (kJ/mol) = 0.0
- Kohn-Sham gap (alpha / beta) (eV) = 3.03 / 9.25


The following is a quantum chemistry calculation of a 2-piece molecular cluster, C4H14N2O overall in a non-equilibrium geometry, from the OMol25 dataset.

Geometry as XYZ:
```
21
Properties=species:S:1:pos:R:3:forces:R:3
C 1.604 -0.643 0.515 0.743 -0.503 0.179
C 0.795 -0.028 -0.630 -0.140 -1.024 0.717
C -0.518 0.481 -0.088 -1.922 1.102 -1.772
C -2.061 -1.547 0.102 1.226 -1.494 -0.502
N -1.407 -0.403 0.674 0.448 0.914 1.751
N 1.184 -1.935 1.079 -1.127 0.046 0.277
H 2.650 -0.816 0.248 -0.014 0.393 -0.443
H 1.636 0.085 1.330 -0.037 -0.055 0.059
H 0.656 -0.746 -1.443 0.037 -0.039 0.027
H 1.394 0.789 -1.010 -0.080 0.368 -0.298
H -0.343 1.446 0.394 0.227 -0.512 1.212
H -1.224 0.909 -0.833 0.859 -0.381 -1.024
H -1.650 -2.502 0.478 0.145 0.305 0.404
H -1.834 -1.698 -0.963 -0.754 0.596 -0.198
H -3.107 -1.631 0.383 -0.215 0.460 -0.455
H -2.101 0.240 1.025 -0.116 -0.284 0.280
H 0.450 -1.751 1.760 0.217 0.116 0.167
H 0.640 -2.476 0.411 0.500 -0.002 -0.386
H 0.691 4.090 -0.477 -0.162 0.285 -0.010
H 1.580 3.721 -1.611 0.010 0.217 -0.258
O 0.964 4.414 -1.344 0.154 -0.509 0.273
```
Forces are in eV/Å.

Computed properties:
- molar mass (u) = 106.169
- LUMO (eV) = 0.59
- total charge = 0
- HOMO level (eV) = -8.49
- relative energy (zero: lowest compared OMol25 entry of this formula, charge and spin) (kJ/mol) = 202.4
- Kohn-Sham gap (eV) = 9.08


The following is a quantum chemistry calculation of a 2-piece molecular cluster, C4H14N2O overall in a non-equilibrium geometry, from the OMol25 dataset.

Geometry as XYZ:
```
21
Properties=species:S:1:pos:R:3:forces:R:3
N -0.415 3.596 -0.334 0.182 -0.141 -0.214
C -0.954 2.257 -0.550 0.641 0.090 0.981
O -0.731 1.505 0.618 0.019 -0.159 0.247
H -1.067 4.286 -0.662 -0.125 0.358 0.117
H -0.216 3.738 0.649 -0.176 -0.057 -0.070
H -2.032 2.302 -0.703 -0.107 -0.083 -0.609
H -0.380 1.797 -1.356 -0.453 -0.117 -0.429
H -0.405 0.607 0.382 0.012 0.158 -0.016
C -0.828 -2.021 0.167 0.419 0.117 0.465
N 0.280 -1.064 0.132 -0.090 -0.275 0.050
C 1.112 -1.225 1.316 0.001 -0.264 0.159
C 1.078 -1.269 -1.079 0.115 0.548 0.605
H -1.398 -1.904 1.089 -0.116 0.290 -0.128
H -0.442 -3.052 0.210 -0.119 -0.019 -0.413
H -1.462 -1.837 -0.695 -0.139 -0.288 -0.056
H 1.876 -0.453 1.374 0.021 0.031 -0.139
H 0.504 -1.159 2.216 -0.100 0.099 -0.019
H 1.596 -2.215 1.329 0.089 0.027 -0.012
H 1.966 -0.642 -0.984 0.010 -0.029 -0.209
H 0.513 -0.936 -1.947 -0.017 -0.212 -0.148
H 1.404 -2.312 -1.172 -0.066 -0.072 -0.162
```
Forces are in eV/Å.

Computed properties:
- molar mass (u) = 106.169
- LUMO (eV) = 0.91
- total charge = 0
- HOMO level (eV) = -8.73
- relative energy (zero: lowest compared OMol25 entry of this formula, charge and spin) (kJ/mol) = 154.7
- Kohn-Sham gap (eV) = 9.64


The following is a quantum chemistry calculation of a 2-piece molecular cluster, C4H14N2O overall in a non-equilibrium geometry, from the OMol25 dataset.

Geometry as XYZ:
```
21
Properties=species:S:1:pos:R:3:forces:R:3
N -0.218 0.291 1.678 0.977 0.737 -0.795
C -1.125 1.211 -1.595 -3.034 1.064 3.347
C -0.109 1.485 -0.514 2.815 -2.001 -1.299
C 0.323 0.105 0.298 -4.367 2.217 -2.331
C 1.766 -0.186 0.028 0.901 -2.787 -1.861
N 2.236 -1.243 0.935 2.726 3.241 -4.473
H 0.219 1.115 2.145 -0.488 -1.207 -0.424
H -0.251 -0.519 2.275 0.408 -0.102 0.059
H -1.379 0.200 -1.401 -1.223 -0.903 -0.413
H -2.061 1.875 -1.505 1.238 -1.109 0.053
H -0.868 1.268 -2.563 1.582 0.391 -3.412
H -0.442 2.270 0.090 -0.172 1.008 1.317
H 0.831 1.764 -1.047 -0.495 0.362 0.612
H -0.444 -0.583 -0.330 2.368 0.512 2.106
H 1.975 -0.541 -1.168 -0.969 0.682 3.289
H 2.419 0.675 0.049 -0.009 0.481 0.598
H 2.263 -2.139 0.653 0.187 -3.401 -2.149
H 1.918 -1.298 1.787 -2.378 0.782 5.705
H -2.467 -2.111 -0.639 0.383 0.006 -4.333
H -1.970 -1.453 0.578 -1.909 -1.959 -0.435
O -2.618 -2.187 0.243 1.456 1.986 4.840
```
Forces are in eV/Å.

Computed properties:
- molar mass (u) = 106.169
- LUMO (eV) = 0.89
- total charge = 0
- HOMO level (eV) = -9.12
- relative energy (zero: lowest compared OMol25 entry of this formula, charge and spin) (kJ/mol) = 341.0
- Kohn-Sham gap (eV) = 10.01


The following is a quantum chemistry calculation of a 2-piece molecular cluster, C4H14N2O overall in a non-equilibrium geometry, from the OMol25 dataset.

Geometry as XYZ:
```
21
Properties=species:S:1:pos:R:3:forces:R:3
C -1.562 0.405 -0.475 -0.264 0.704 -1.883
C -0.362 0.422 -1.478 -0.224 -1.244 1.108
C 0.857 1.039 -0.815 -0.551 -0.535 -0.459
C 2.024 0.438 -0.896 0.301 0.271 -0.855
N 3.342 0.943 -0.375 0.381 -1.770 -1.775
N -1.802 -0.912 0.209 0.042 1.543 2.069
H -1.513 1.232 0.230 0.100 -0.427 0.489
H -2.470 0.592 -1.035 -0.200 -0.025 -0.189
H -0.248 -0.652 -1.763 0.529 0.840 -0.106
H -0.573 0.970 -2.397 -0.367 0.099 0.197
H 0.628 1.984 -0.354 0.447 0.307 0.404
H 2.141 -0.413 -1.569 0.117 0.008 0.567
H 3.664 1.841 -0.759 -0.562 0.346 0.592
H 3.354 0.865 0.653 0.629 0.243 -0.445
H 4.022 0.282 -0.875 -0.596 0.815 1.668
H -1.811 -1.727 -0.389 -0.154 -0.218 -0.329
H -1.114 -1.038 0.976 -0.347 -0.400 -0.246
H -2.707 -0.797 0.729 0.728 -0.599 -0.546
H -2.463 -2.328 3.210 -0.010 -0.153 -0.454
H -1.638 -1.484 4.063 0.401 0.360 -0.582
O -1.769 -1.661 3.111 -0.399 -0.163 0.773
```
Forces are in eV/Å.

Computed properties:
- molar mass (u) = 106.169
- LUMO (eV) = -6.59
- total charge = +2
- HOMO level (eV) = -18.20
- relative energy (zero: lowest compared OMol25 entry of this formula, charge and spin) (kJ/mol) = 82.1
- Kohn-Sham gap (eV) = 11.61


The following is a quantum chemistry calculation of a 2-piece molecular cluster, C4H14N2O overall in a non-equilibrium geometry, from the OMol25 dataset.

Geometry as XYZ:
```
21
Properties=species:S:1:pos:R:3:forces:R:3
C -1.529 -0.018 0.519 1.568 -1.021 0.697
C -0.122 0.462 1.068 -0.761 1.100 -1.674
C 1.232 -0.018 0.745 -0.657 -0.644 1.298
C 1.388 -1.337 0.315 -0.156 -0.796 -0.047
N 2.582 -2.117 0.537 2.009 0.601 0.755
N -1.654 -0.111 -0.982 -0.437 -0.038 1.258
H -1.755 -0.992 0.976 -0.186 0.091 -0.425
H -2.253 0.675 0.948 -0.003 0.139 -0.409
H -0.044 1.530 0.710 0.039 0.098 0.870
H -0.293 0.465 2.172 0.665 0.614 -0.099
H 2.125 0.520 1.090 -0.380 0.358 -0.161
H 0.522 -1.903 -0.002 0.154 -0.340 -0.236
H 2.573 -2.628 1.451 -0.620 -0.518 -0.367
H 2.899 -2.758 -0.216 -0.637 -0.299 -0.055
H 3.447 -1.558 0.724 -0.340 0.390 -0.407
H -2.618 -0.432 -1.145 0.035 0.136 -0.521
H -1.496 0.817 -1.434 -0.202 0.577 -0.194
H -1.026 -0.811 -1.360 -0.104 -0.092 -0.427
H -1.023 3.180 -2.305 -0.634 -0.304 0.780
H -2.008 3.161 -1.040 0.059 0.410 -0.455
O -1.416 2.627 -1.587 0.590 -0.465 -0.181
```
Forces are in eV/Å.

Computed properties:
- molar mass (u) = 106.169
- LUMO (alpha / beta) (eV) = -14.26 / -17.98
- spin multiplicity = 2
- total charge = +3
- HOMO level (alpha / beta) (eV) = -22.26 / -22.21
- relative energy (zero: lowest compared OMol25 entry of this formula, charge and spin) (kJ/mol) = 122.2
- Kohn-Sham gap (alpha / beta) (eV) = 8.00 / 4.23